## 1
Here is 2 unconnected molecules or ions with the total composition C4H7ClS from the Open Molecules 2025 dataset. Energies are from wB97M-V/def2-TZVPD.

Calculated values
LUMO in eV: 1.1
2S+1: 1

Each line ends with the natural charge from an NBO analysis.
Positions of all 13 atoms, in Å:
C  0.354  -0.976  -2.591  -0.49
C  0.857  -1.788  -1.458  -0.50
S  -0.534  -0.715  -1.041  0.10
H  -0.205  -1.483  -3.378  0.22
H  0.960  -0.140  -2.931  0.22
H  0.644  -2.854  -1.459  0.22
H  1.809  -1.514  -1.019  0.22
C  0.063  -0.384  2.350  -0.42
C  0.526  0.789  1.950  -0.21
Cl  -0.396  1.892  0.982  -0.01
H  -0.935  -0.731  2.093  0.21
H  0.691  -1.030  2.957  0.21
H  1.517  1.169  2.194  0.21

## 2
Here is a molecular structure, C4H7ClS from the Open Molecules 2025 dataset. Energies are from wB97M-V/def2-TZVPD.

Calculated values
LUMO in eV: 0.5
2S+1: 1

Each line ends with the natural charge from an NBO analysis.
Positions of all 13 atoms, in Å:
C  1.312  0.214  0.664  -0.58
C  0.215  -0.348  -0.243  -0.23
C  -0.684  0.828  -0.512  -0.25
C  -2.088  0.436  -0.604  -0.40
H  1.573  -1.958  1.525  0.12
H  0.673  0.392  1.708  0.24
H  1.684  1.291  0.378  0.26
H  -0.396  -1.286  0.133  0.24
H  -0.112  1.884  -0.699  0.25
H  -2.694  -0.850  -0.788  0.26
H  -2.617  1.423  -0.710  0.21
S  2.526  -1.041  1.118  0.00
Cl  0.608  -0.985  -1.971  -0.12

Unit: hartree. Relative energies: 1 0.0000; 2 0.0987.

## 1
Here is 6 unconnected molecules or ions with the total composition C24H38N4O4S2 from the Open Molecules 2025 dataset. Energies are from wB97M-V/def2-TZVPD.

Calculated values
LUMO in eV: 0.4
2S+1: 1

Each line ends with the Mulliken charge.
Positions of all 72 atoms, in Å:
O  17.200  16.169  20.736  -0.65
S  17.118  17.421  21.437  1.03
O  16.117  18.365  21.046  -0.55
C  17.057  17.142  23.212  -0.04
C  18.367  17.667  23.802  -0.82
C  19.403  17.572  22.686  -0.65
C  18.730  18.167  21.469  -0.71
H  16.853  16.083  23.369  0.42
H  16.190  17.678  23.593  -0.09
H  18.234  18.733  24.003  0.26
H  18.628  17.131  24.709  0.39
H  19.665  16.520  22.520  0.29
H  20.357  18.052  22.907  0.38
H  19.305  18.128  20.548  0.44
H  18.549  19.229  21.677  0.32
O  14.821  21.054  24.180  -0.55
S  14.171  21.626  25.334  1.14
O  14.971  22.291  26.326  -0.78
C  12.824  22.671  24.811  -1.03
C  11.670  21.688  24.595  0.94
C  11.691  20.812  25.840  -0.36
C  13.146  20.395  26.142  -0.88
H  13.082  23.187  23.888  0.45
H  12.633  23.348  25.641  0.43
H  10.737  22.235  24.447  0.24
H  11.811  21.102  23.689  -0.85
H  11.113  19.890  25.727  -0.10
H  11.256  21.278  26.724  0.39
H  13.414  19.408  25.773  0.36
H  13.326  20.460  27.211  0.44
C  8.447  17.361  26.224  -0.80
C  9.066  16.995  25.005  0.03
C  9.257  18.144  24.284  -0.85
N  8.751  19.177  25.007  0.06
C  8.259  18.718  26.206  -0.44
H  8.091  16.708  27.004  0.44
H  9.379  16.015  24.683  0.47
H  9.657  18.315  23.298  0.50
H  8.743  20.135  24.699  0.20
H  7.674  19.393  26.806  0.41
C  13.960  15.350  22.263  -0.04
C  12.912  14.395  22.384  -1.19
C  11.900  14.983  23.094  -0.24
N  12.284  16.269  23.373  0.21
C  13.564  16.490  22.914  -0.06
H  14.904  15.133  21.789  0.44
H  12.914  13.409  21.950  0.40
H  10.932  14.645  23.422  0.34
H  11.797  16.866  24.020  0.24
H  14.113  17.388  23.132  -0.15
C  8.774  24.443  23.455  -0.49
C  7.884  23.741  22.586  -0.39
C  8.621  23.213  21.564  -0.58
N  9.926  23.557  21.779  0.06
C  10.030  24.269  22.939  -0.60
H  8.476  24.896  24.385  0.42
H  6.813  23.689  22.699  0.43
H  8.320  22.589  20.741  0.40
H  10.741  23.265  21.261  0.29
H  10.990  24.638  23.257  0.47
C  10.901  19.634  20.144  -1.54
C  11.636  19.387  21.471  0.41
C  13.036  19.963  21.587  0.37
C  13.117  21.411  21.405  -0.04
N  13.094  22.556  21.304  -0.75
H  10.533  20.664  20.134  0.24
H  10.095  18.929  19.973  0.45
H  11.621  19.644  19.321  0.35
H  11.706  18.322  21.699  0.51
H  10.997  19.794  22.261  -0.33
H  13.805  19.533  20.941  0.71
H  13.358  19.769  22.614  -0.16

## 2
Here is 6 unconnected molecules or ions with the total composition C24H38N4O4S2 from the Open Molecules 2025 dataset. Energies are from wB97M-V/def2-TZVPD.

Calculated values
LUMO in eV: 0.4
2S+1: 1

Each line ends with the Mulliken charge.
Positions of all 72 atoms, in Å:
O  -12.630  -9.967  -24.512  -0.67
S  -12.179  -8.865  -25.339  1.08
O  -13.088  -8.112  -26.193  -0.62
C  -11.226  -7.711  -24.276  -0.48
C  -9.789  -8.280  -24.267  0.56
C  -9.666  -9.531  -25.165  -0.87
C  -10.698  -9.387  -26.281  -0.84
H  -11.666  -7.514  -23.305  0.58
H  -11.191  -6.770  -24.825  0.07
H  -9.046  -7.542  -24.578  0.05
H  -9.506  -8.480  -23.231  -0.51
H  -9.744  -10.410  -24.531  0.38
H  -8.718  -9.575  -25.708  0.38
H  -10.979  -10.300  -26.797  0.47
H  -10.474  -8.562  -26.953  0.32
O  -6.799  -7.475  -23.196  -0.66
S  -6.462  -7.922  -21.859  1.26
O  -6.808  -7.099  -20.727  -0.67
C  -7.030  -9.597  -21.574  -0.46
C  -5.845  -10.365  -20.954  -0.73
C  -4.733  -9.354  -20.587  -0.55
C  -4.704  -8.363  -21.743  -0.85
H  -7.210  -9.949  -22.589  0.24
H  -7.945  -9.506  -20.994  0.41
H  -6.149  -10.924  -20.072  0.31
H  -5.483  -11.047  -21.721  0.30
H  -3.815  -9.913  -20.416  0.37
H  -4.993  -8.828  -19.668  0.31
H  -4.329  -8.785  -22.675  0.30
H  -4.203  -7.408  -21.582  0.43
C  -7.602  -2.278  -24.297  -0.54
C  -8.578  -1.259  -24.155  -0.31
C  -9.577  -1.485  -25.050  -0.62
N  -9.248  -2.613  -25.752  0.07
C  -8.030  -3.101  -25.316  -0.56
H  -6.696  -2.362  -23.722  0.40
H  -8.486  -0.451  -23.446  0.43
H  -10.527  -1.005  -25.214  0.46
H  -9.774  -3.071  -26.473  0.23
H  -7.645  -3.975  -25.812  0.48
C  -12.510  -3.529  -16.473  -0.90
C  -12.300  -3.333  -17.862  0.05
C  -11.801  -2.078  -18.055  -0.62
N  -11.626  -1.519  -16.813  -0.02
C  -12.101  -2.370  -15.850  -0.34
H  -13.073  -4.327  -16.021  0.36
H  -12.553  -4.054  -18.622  0.48
H  -11.577  -1.521  -18.948  0.43
H  -11.125  -0.681  -16.590  0.20
H  -12.167  -2.030  -14.830  0.39
C  -10.659  -5.111  -20.963  -1.24
C  -9.969  -6.073  -21.736  -0.44
C  -9.272  -5.395  -22.717  -0.20
N  -9.524  -4.068  -22.546  0.18
C  -10.369  -3.867  -21.502  -0.53
H  -11.213  -5.232  -20.048  0.31
H  -9.784  -7.122  -21.568  0.53
H  -8.572  -5.736  -23.459  0.52
H  -9.257  -3.359  -23.215  0.32
H  -10.669  -2.857  -21.280  0.49
C  -12.856  -1.385  -22.936  -1.06
C  -13.259  -2.245  -24.125  -0.62
C  -12.599  -3.628  -24.024  1.12
C  -13.108  -4.553  -25.062  -0.23
N  -13.510  -5.307  -25.827  -0.42
H  -13.170  -1.784  -21.972  0.38
H  -13.205  -0.353  -22.996  0.40
H  -11.765  -1.306  -22.904  0.07
H  -13.014  -1.815  -25.098  0.32
H  -14.333  -2.425  -24.212  0.47
H  -12.732  -4.167  -23.086  0.18
H  -11.535  -3.590  -24.272  -0.51

Unit: hartree. Relative energies: 1 0.0000; 2 0.0310.

## 1
Here is 2 unconnected molecules or ions with the total composition CNO4S from the Open Molecules 2025 dataset. Energies are from wB97M-V/def2-TZVPD.

Calculated values
Total charge: -1
LUMO in eV: 3.2
2S+1: 1

Each line ends with the natural charge from an NBO analysis.
Positions of all 7 atoms, in Å:
C  1.227  -0.329  1.309  0.51
N  -0.994  0.337  -1.073  0.73
O  -1.872  0.747  -0.322  -0.55
O  0.976  0.770  1.684  -0.49
O  -0.016  -0.286  -0.576  -0.59
O  -1.096  0.569  -2.255  -0.52
S  1.774  -1.808  1.234  -0.09

## 2
Here is a gas-phase ion, CNO4S (charge -1) from the Open Molecules 2025 dataset. Energies are from wB97M-V/def2-TZVPD.

Calculated values
Total charge: -1
LUMO in eV: 4.0
2S+1: 1

Each line ends with the natural charge from an NBO analysis.
Positions of all 7 atoms, in Å:
C  1.066  -0.158  0.016  0.93
N  -1.662  1.354  0.235  -1.07
O  0.318  -0.024  -1.056  -0.67
O  2.256  0.035  0.066  -0.66
O  -1.763  -1.219  -0.192  -0.95
O  0.296  -0.359  1.064  -0.68
S  -1.103  0.049  0.017  2.10

Unit: hartree. Relative energies: 1 0.0592; 2 0.0000.

## 1
Here is C3H3FP2 in the gas phase from the Open Molecules 2025 dataset. Energies are from wB97M-V/def2-TZVPD.

Calculated values
LUMO (alpha / beta) in eV: -1.9 / -1.5
2S+1: 1

Each line ends with the natural charge from an NBO analysis.
Positions of all 9 atoms, in Å:
C  -1.060  -0.489  -0.153  -0.64
C  -0.635  -0.369  1.153  -0.02
C  1.205  0.670  -1.078  -0.82
F  -1.374  -1.052  2.070  -0.34
P  -0.406  0.380  -1.523  0.73
P  0.674  0.539  1.831  0.41
H  -1.940  -1.098  -0.316  0.25
H  1.729  0.024  -0.386  0.21
H  1.807  1.394  -1.598  0.22

## 2
Here is a molecular structure, C3H3FP2 from the Open Molecules 2025 dataset. Energies are from wB97M-V/def2-TZVPD.

Calculated values
LUMO in eV: -0.6
2S+1: 1

Each line ends with the natural charge from an NBO analysis.
Positions of all 9 atoms, in Å:
C  0.106  1.161  -0.083  -0.69
C  -0.464  -1.468  -0.037  -0.93
C  1.348  0.598  -0.019  0.27
F  2.486  1.318  0.049  -0.34
P  1.285  -1.747  -0.013  0.54
P  -1.104  -0.007  0.587  0.71
H  -0.241  2.176  -0.161  0.25
H  -1.195  -2.214  -0.130  0.24
H  -2.220  0.183  -0.194  -0.04

## 3
Here is a molecular structure, C3H3FP2 from the Open Molecules 2025 dataset. Energies are from wB97M-V/def2-TZVPD.

Calculated values
LUMO (alpha / beta) in eV: -2.3 / -1.4
2S+1: 1

Each line ends with the natural charge from an NBO analysis.
Positions of all 9 atoms, in Å:
C  1.005  1.865  0.268  -0.64
C  0.869  -0.930  -0.586  -0.97
C  -2.128  -0.129  -0.083  0.02
F  -2.030  1.079  -0.613  -0.33
P  1.750  0.516  -0.079  0.78
P  -0.684  -0.941  0.321  0.60
H  1.229  2.698  0.847  0.20
H  1.411  -1.975  -0.543  0.28
H  -1.423  -2.185  0.469  0.04

Unit: hartree. Relative energies: 1 0.0141; 2 0.0000; 3 0.1917.